121
Properties=species:S:1:pos:R:3:forces:R:3:mulliken_charge:R:1 method="wB97M-V/def2-TZVPD" orbital_gap_ev=6.3634 e_homo_ev=-10.9 relative_energy_kcal_mol=0.0 e_lumo_ha=-0.167 charge=+3
C -3.685 -8.215 -10.792 0.8 0.1 -0.5 -1.3239
C -4.079 -8.613 -12.216 -1.9 0.5 -0.2 -0.4915
C -5.402 -7.882 -12.668 0.7 -0.6 -0.5 -0.3714
C -5.893 -8.572 -13.962 -1.8 0.1 0.5 -1.2036
N -7.384 -8.275 -14.337 -0.3 -1.1 -0.4 0.1632
C -7.581 -6.891 -14.992 1.5 0.0 1.0 -0.4855
C -7.105 -6.917 -16.444 -0.5 -0.7 -0.5 -0.5528
C -7.077 -8.387 -16.808 -1.3 -3.0 1.0 -0.6501
C -7.721 -9.169 -15.532 1.1 1.2 -0.4 -0.7104
C -8.338 -8.624 -13.132 0.4 0.7 -1.3 -1.0702
H -2.690 -8.619 -10.602 -0.1 -0.2 0.4 0.3769
H -4.413 -8.574 -10.065 0.1 -0.2 -0.1 0.3470
H -3.581 -7.147 -10.603 -0.1 0.2 -0.4 0.3498
H -4.346 -9.670 -12.211 0.2 -0.2 0.1 0.3490
H -3.365 -8.509 -13.033 0.5 0.3 0.5 0.3941
H -5.249 -6.806 -12.758 0.2 0.0 -0.3 0.4502
H -6.132 -7.974 -11.863 -0.2 -0.3 -0.1 0.3898
H -5.948 -9.650 -13.811 0.2 0.0 0.3 0.3629
H -5.358 -8.454 -14.904 0.4 0.6 0.3 0.4926
H -8.632 -6.618 -14.904 0.3 0.2 0.4 0.5261
H -6.808 -6.298 -14.503 -1.1 0.7 0.7 0.1610
H -7.821 -6.391 -17.076 0.1 0.1 0.1 0.3498
H -6.129 -6.453 -16.582 -0.1 0.0 0.2 0.3009
H -7.715 -8.783 -17.598 -0.3 0.9 -0.4 0.4064
H -6.138 -8.842 -17.122 0.4 0.4 0.6 0.3316
H -8.811 -9.151 -15.540 0.1 -0.2 -0.5 0.4606
H -7.340 -10.176 -15.364 -0.2 0.0 0.0 0.4338
H -8.036 -9.540 -12.624 0.7 0.3 0.0 0.3964
H -9.331 -8.886 -13.498 0.1 0.4 -0.5 0.3901
H -8.420 -7.736 -12.506 0.2 -0.3 0.1 0.4042
C -0.662 -19.617 -4.606 -1.4 -1.4 -0.6 -1.2869
C -1.682 -18.551 -4.952 0.7 1.7 -0.2 -0.4643
C -1.940 -18.359 -6.456 -0.7 -0.1 -0.6 -0.3805
C -2.880 -17.160 -6.740 0.4 -0.8 -0.4 -1.1278
N -3.075 -16.824 -8.255 -1.8 -0.9 0.8 0.3393
C -1.765 -16.585 -8.917 0.1 0.5 -0.6 -0.7512
C -2.103 -15.576 -10.032 0.9 0.0 0.3 -0.7772
C -3.087 -14.641 -9.377 -0.8 0.6 -0.7 -0.4933
C -3.861 -15.453 -8.337 1.1 -1.0 -0.5 -0.4441
C -3.930 -17.934 -8.959 0.2 0.7 1.1 -1.0429
H -0.814 -19.940 -3.576 0.6 0.3 0.1 0.3601
H 0.374 -19.501 -4.924 -0.1 0.6 0.4 0.3468
H -1.022 -20.475 -5.174 0.2 -0.5 0.0 0.3288
H -1.306 -17.597 -4.583 0.1 0.3 0.1 0.3355
H -2.614 -18.662 -4.398 -0.1 -0.5 -0.2 0.3764
H -2.402 -19.253 -6.874 -0.2 -0.2 0.1 0.3673
H -1.026 -18.288 -7.047 0.3 0.3 0.4 0.3500
H -2.503 -16.256 -6.263 0.1 0.1 -0.2 0.4709
H -3.862 -17.365 -6.314 -0.1 0.1 -0.2 0.4283
H -1.222 -17.468 -9.254 -0.6 -0.3 0.1 0.3796
H -1.179 -16.181 -8.091 0.4 0.6 -0.4 0.4553
H -2.551 -15.966 -10.946 0.0 -0.8 0.3 0.3625
H -1.223 -15.046 -10.398 0.1 -0.1 0.3 0.4203
H -3.778 -14.353 -10.169 -0.2 0.4 0.2 0.2988
H -2.619 -13.725 -9.016 -0.1 -0.2 0.4 0.3466
H -4.841 -15.738 -8.717 -0.1 0.4 0.5 0.3272
H -3.845 -15.021 -7.336 -0.4 -0.1 -0.2 0.2981
H -3.307 -18.825 -9.032 -0.2 0.2 -0.3 0.3444
H -4.431 -17.604 -9.869 1.0 0.3 -0.4 0.4179
H -4.817 -18.129 -8.355 0.4 -0.1 0.6 0.4096
C -14.559 -13.359 -12.207 0.7 0.3 -0.4 -1.2068
C -13.606 -12.316 -11.550 -1.2 -0.6 0.9 -0.6769
C -14.166 -10.859 -11.430 0.2 -1.2 -0.6 -0.1973
C -15.704 -10.770 -11.371 -0.9 1.6 0.3 -0.8036
N -16.215 -9.400 -10.793 1.1 1.6 1.2 0.0902
C -15.667 -9.202 -9.346 -1.9 0.0 -0.3 -0.5489
C -16.663 -8.180 -8.651 0.0 -0.9 -0.1 -0.7238
C -18.013 -8.244 -9.427 1.0 0.2 -1.6 -0.6163
C -17.748 -9.300 -10.565 0.2 -0.2 -0.1 -0.6744
C -15.737 -8.171 -11.575 -0.9 -0.4 0.4 -0.9740
H -15.441 -13.646 -11.635 0.3 0.0 0.4 0.3188
H -13.964 -14.237 -12.460 -0.2 -0.2 0.3 0.3723
H -14.967 -13.047 -13.168 0.2 0.4 -0.2 0.3324
H -12.613 -12.357 -11.997 -0.2 0.4 -0.4 0.4571
H -13.383 -12.589 -10.519 -0.2 -0.6 0.1 0.2764
H -13.739 -10.422 -12.333 -0.5 0.9 0.2 0.3560
H -13.697 -10.484 -10.520 -0.2 0.5 -0.3 0.1334
H -16.253 -11.443 -10.713 0.7 -0.5 0.1 0.3967
H -16.223 -10.826 -12.328 0.4 -0.2 -0.2 0.4436
H -14.624 -8.890 -9.388 -0.3 -0.1 0.1 0.4517
H -15.807 -10.218 -8.976 0.4 0.2 0.6 0.3838
H -16.204 -7.196 -8.550 -0.2 0.0 -0.3 0.3528
H -16.989 -8.480 -7.655 1.0 -0.3 0.2 0.3395
H -18.267 -7.280 -9.870 0.2 0.0 -0.1 0.3025
H -18.860 -8.449 -8.772 0.2 -0.6 -0.2 0.4071
H -18.177 -9.121 -11.551 -0.1 0.4 0.2 0.4830
H -18.116 -10.290 -10.295 0.3 -0.1 0.2 0.3742
H -14.655 -8.038 -11.560 -0.1 -0.7 -0.3 0.3306
H -16.095 -7.285 -11.050 -0.4 -0.1 -0.1 0.4570
H -16.192 -8.229 -12.563 0.4 0.1 0.0 0.3619
C -8.492 -17.395 -17.305 1.6 0.4 -1.4 -1.0710
C -7.952 -17.211 -18.773 -1.1 0.2 0.7 -0.9133
C -7.472 -18.493 -19.455 -1.0 0.7 -1.1 -0.3093
C -6.131 -18.901 -19.017 1.3 0.3 0.6 -0.9493
N -5.781 -20.324 -19.383 0.6 -2.0 0.6 0.2895
C -4.242 -20.551 -19.427 0.1 0.0 -0.6 -0.4407
C -3.797 -20.343 -20.872 0.2 0.1 -1.3 -0.6409
C -5.066 -20.067 -21.659 -0.5 1.0 -0.6 -0.5870
C -6.152 -20.750 -20.828 0.1 0.5 -0.1 -0.8377
C -6.491 -21.288 -18.370 0.7 0.0 -1.1 -0.8964
H -8.412 -16.409 -16.846 -0.7 -0.1 0.2 0.3656
H -7.757 -18.000 -16.774 -0.3 -0.3 0.3 0.2913
H -9.487 -17.839 -17.325 0.2 0.2 0.3 0.3171
H -7.216 -16.408 -18.829 0.5 -0.3 0.2 0.4048
H -8.768 -16.755 -19.334 -0.1 -0.4 -0.3 0.4020
H -7.366 -18.295 -20.521 -0.4 0.0 -0.2 0.2645
H -8.193 -19.304 -19.356 -0.2 0.1 0.2 0.3724
H -6.031 -18.724 -17.946 0.1 -0.9 0.3 0.4286
H -5.377 -18.218 -19.406 0.1 -0.2 -0.5 0.4235
H -4.041 -21.617 -19.324 -0.3 0.2 1.2 0.3489
H -3.698 -19.879 -18.764 -0.4 -0.4 0.4 0.3060
H -3.343 -21.241 -21.291 -0.1 -0.3 0.4 0.3420
H -3.036 -19.593 -21.086 -0.2 0.3 0.6 0.3098
H -4.996 -20.335 -22.713 -0.2 -0.8 0.2 0.4902
H -5.194 -18.991 -21.780 -0.4 0.2 0.6 0.2514
H -6.032 -21.822 -20.982 0.3 -0.2 0.8 0.4594
H -7.219 -20.597 -20.990 0.2 0.6 -0.2 0.4546
H -6.462 -20.897 -17.352 -0.2 0.3 -0.3 0.3219
H -5.997 -22.260 -18.356 0.4 0.2 -0.2 0.4053
H -7.475 -21.501 -18.787 -0.1 0.5 0.5 0.3963
Br -7.731 -13.798 -12.765 0.1 0.3 0.0 -0.9705